[1]
26
Properties=species:S:1:pos:R:3:forces:R:3:mulliken_charge:R:1 method="wB97M-V/def2-TZVPD" homo_lumo_gap_ha=0.3355 de_lowest_kcal_mol=165.0 smiles="CC(C)=N[C@@H](CO)/C(C)=[N+](/[O-])O" lumo_ev=0.6 e_tot_ev=-16602.8252
C 2.3190 -0.7420 0.4614 -2.6238 -2.6389 0.1317 -1.660
C 1.1459 -1.0956 -0.4825 1.7694 1.1866 0.1626 0.939
C 1.6507 -2.1009 -1.4662 0.6979 -1.1105 -0.6087 -1.065
N 0.0888 -0.4416 -0.7272 0.6821 0.0823 -0.2539 -0.619
C -0.2195 0.8073 -0.0529 -1.2661 -1.0282 1.8703 0.740
C -0.5644 1.9096 -1.0660 -1.3639 0.7041 1.0819 -0.697
O 0.5870 2.3320 -1.7404 0.8684 -0.7817 -1.7514 -0.559
C -1.2942 0.4678 1.0183 0.1212 0.3064 -1.5017 -0.036
C -0.8466 0.1077 2.4511 3.1143 -0.5835 -4.9093 -1.380
N -2.5478 0.2541 0.7340 -1.0195 0.6565 0.0821 0.726
O -3.4509 0.0733 1.5611 -0.2102 -0.9105 0.7180 -0.749
O -3.0867 0.4837 -0.5760 2.1269 1.6981 -0.1439 -0.417
H 2.8785 -0.1247 -0.1003 2.4279 2.2029 -1.7010 0.406
H 2.1355 -0.3688 1.3912 -1.2569 1.9886 2.2967 0.430
H 2.8599 -1.5968 0.8011 0.5926 -1.0573 -0.7219 0.469
H 2.8164 -2.2582 -1.3853 -2.5166 0.1982 -0.1530 0.310
H 1.3807 -1.7687 -2.4904 0.2209 -0.3552 0.5913 0.314
H 1.0990 -3.0364 -1.2539 0.6116 0.0346 -0.3464 0.263
H 0.5288 1.1822 0.6912 0.3174 -0.0396 -1.3533 0.188
H -0.9892 2.7586 -0.3457 0.6726 -1.3326 -2.0918 0.256
H -1.2334 1.5970 -1.9194 -0.2364 0.1432 1.8431 0.339
H 0.5936 1.7664 -2.5754 0.3574 1.3069 1.6923 0.356
H 0.1840 0.5801 2.5899 -1.4813 -1.0204 0.1933 0.205
H -0.8723 -0.9897 2.3220 0.4612 0.2770 1.1179 0.273
H -1.5625 0.4594 3.0403 -2.7521 1.1960 3.1188 0.650
H -3.6002 -0.2558 -0.8799 -0.3150 -1.1229 0.6364 0.319

[2]
28
Properties=species:S:1:pos:R:3:forces:R:3:mulliken_charge:R:1 method="wB97M-V/def2-TZVPD" homo_lumo_gap_ha="0.2146 / 0.2397" multiplicity=3 lumo_ev="0.7 / -2.4" e_tot_ev=-38271.2116
C 3.6139 0.1693 0.1165 1.1817 -0.7437 2.3003 -0.612
C 2.4774 -0.1823 1.2713 3.4465 -3.3172 -2.0180 -0.562
C -1.8110 -0.5158 1.2733 -2.1000 1.1927 4.9472 -0.665
C -2.6850 -0.7420 -0.9880 2.4471 0.1857 -0.1923 -0.638
C -1.9817 1.0691 1.2004 -1.1073 -2.2484 0.3392 -0.297
C -2.7098 0.7710 -1.0587 0.6993 -1.1823 0.8098 -0.187
C 2.8923 0.0763 -1.2071 0.1643 -0.4317 1.3578 -0.694
N -1.7336 -1.1798 0.0650 -0.0440 1.0140 -2.2161 0.156
N 1.3028 0.3886 0.8923 -2.8642 1.4663 -1.8250 -0.325
O 0.6693 -1.1222 -1.1385 2.1753 3.7195 -2.1213 -0.357
O 0.3625 1.3596 -1.2382 -0.8390 1.0285 -0.6842 -0.730
O -2.9831 1.2807 0.2375 -1.4524 1.2352 -0.4031 -0.436
S -0.4608 -2.0894 -0.2576 -2.0323 -4.8807 2.4701 -0.009
S 1.1469 0.3488 -0.6387 2.1972 -1.6964 0.1700 0.895
H 4.1061 1.1481 0.3013 -0.8706 -0.2174 -0.1767 0.274
H 4.4874 -0.5327 0.3143 -1.2143 0.4193 -0.7842 0.320
H 2.4533 -1.3720 1.2488 -0.0177 1.9375 0.3767 0.177
H 2.8011 0.1398 2.2206 0.3883 0.3249 1.1467 0.455
H -1.0088 -0.7488 2.0447 -0.7987 -0.0471 -1.3125 0.328
H -2.8171 -0.9101 1.6853 1.2570 0.8412 0.2203 0.373
H -3.6202 -1.1881 -0.7858 -1.1972 -0.5596 0.0970 0.338
H -2.2044 -1.1011 -1.9010 -0.6594 -0.1831 -0.2996 0.377
H -2.2964 1.5384 2.1776 0.0230 -0.8850 -1.0096 0.296
H -1.0796 1.5169 0.9347 1.6605 0.8021 -0.6801 0.294
H -1.6948 1.0332 -1.3266 -0.0264 0.5675 -0.4666 0.159
H -3.4368 1.0339 -1.8289 -0.1146 0.6590 0.4940 0.359
H 3.2810 0.7093 -1.9501 -0.0601 1.4776 -0.7852 0.424
H 2.9288 -0.8986 -1.6648 -0.2418 -0.4783 0.2456 0.287

[3]
27
Properties=species:S:1:pos:R:3:forces:R:3:mulliken_charge:R:1 method="wB97M-V/def2-TZVPD" homo_lumo_gap_ha=0.3775 de_lowest_kcal_mol=33.7 smiles="CCOC(=O)CCCN(N)C(=O)O" lumo_ev=0.6 e_tot_ev=-18655.4496
C -1.4142 0.1788 3.4302 -0.0459 -0.1189 0.0052 -1.314
C -0.5508 0.2850 2.1880 -0.1210 0.5841 0.4064 0.054
O 0.3432 -0.8378 2.1408 -0.2429 -0.1762 -0.6652 -0.354
C 1.4581 -0.6898 1.3617 0.3879 0.2637 0.4169 0.529
O 2.2928 0.1432 1.6010 -0.3466 -0.1081 -0.2768 -0.552
C 1.5464 -1.6879 0.2352 -0.1180 -0.4334 0.1034 -0.534
C 0.9696 -1.1681 -1.1094 0.3175 -0.0708 0.0102 -0.550
C 0.8421 0.3499 -1.2196 -0.2514 -0.1555 -0.4885 -0.390
N 0.0416 0.7021 -2.4158 0.1230 0.0566 0.0555 0.133
N 0.0384 2.1118 -2.6710 -0.0337 0.1787 0.1947 -0.743
C -1.3293 0.3569 -2.1844 -0.3306 0.1251 0.0701 0.498
O -2.0088 0.8166 -1.2985 0.2781 -0.2631 -0.2285 -0.538
O -1.7780 -0.5485 -3.0636 0.1986 -0.1806 0.3861 -0.420
H -0.7931 -0.0607 4.2971 -0.0618 0.0891 -0.0798 0.334
H -2.1819 -0.5931 3.3304 0.1451 0.0185 -0.0074 0.316
H -1.9215 1.1300 3.6130 0.0604 -0.0868 -0.0407 0.369
H -1.1692 0.3040 1.2836 0.0724 -0.1234 0.0458 0.162
H 0.0187 1.2210 2.2180 0.1259 -0.2122 0.0148 0.325
H 2.5872 -1.9933 0.1121 -0.0505 0.2410 0.0492 0.341
H 0.9796 -2.5705 0.5407 0.1153 0.0432 -0.0508 0.330
H 1.6478 -1.4866 -1.9054 -0.1854 -0.0455 0.0149 0.251
H 0.0199 -1.6680 -1.3149 -0.0530 0.2087 0.1202 0.293
H 1.8285 0.7836 -1.3928 -0.0746 0.0777 0.2572 0.332
H 0.3743 0.8031 -0.3386 0.1756 0.0384 0.0616 0.216
H -0.2049 2.6152 -1.8148 -0.0040 -0.0620 0.0006 0.246
H 0.9869 2.3799 -2.9082 -0.0492 -0.1387 -0.1597 0.283
H -2.6235 -0.8767 -2.7148 -0.0311 0.2505 -0.2152 0.383

[4]
28
Properties=species:S:1:pos:R:3:forces:R:3:mulliken_charge:R:1 method="wB97M-V/def2-TZVPD" homo_lumo_gap_ha="0.2445 / 0.2345" de_lowest_kcal_mol=0.0 multiplicity=3 lumo_ev="0.4 / -3.4" e_tot_ev=-29485.1476
C -3.4707 -1.6153 -0.9202 1.1258 1.1346 -2.1063 -1.031
C -2.9659 -1.3491 0.2930 0.0350 0.1738 3.5915 -0.081
C -1.9822 -0.3466 0.6346 -0.8153 -3.4337 -6.2001 0.710
C 2.1240 0.9510 1.2675 0.5234 -2.0032 -2.1827 -1.557
C 0.7490 2.6111 0.1928 -2.4430 -1.2244 -0.0849 -1.874
C 0.6841 1.1518 0.7795 1.0535 0.4562 0.6914 0.689
C 0.2500 0.1467 -0.3032 2.5344 0.3130 -0.1205 0.003
N -1.1144 0.0534 -0.4241 -2.3065 -0.9011 -2.1736 -0.121
N 0.8909 0.2873 -1.6045 0.8556 -2.9731 -0.3947 -0.682
O 0.5435 -1.9176 1.4475 0.6489 0.6827 -0.9454 -0.616
O -1.9376 0.0587 1.7790 0.7405 2.1398 4.9384 -0.327
O 2.6181 -1.5308 0.0996 -1.7240 -0.0815 0.1613 -0.465
O 0.5875 -2.4713 -1.0090 0.7864 2.5136 2.1820 -0.688
S 0.9638 -1.5369 0.1163 -0.5905 -4.3482 -0.8316 1.132
H -4.1056 -2.4156 -1.0387 -1.3202 -1.7538 -0.0912 0.317
H -3.1602 -1.1873 -1.9058 -0.1878 0.0185 1.1754 0.260
H -3.3442 -1.9033 1.2475 0.4189 1.1390 -1.9903 0.214
H 2.4651 1.6421 1.9839 -0.2069 0.7196 1.3477 0.512
H 2.7272 1.2271 0.3797 0.2240 -0.6538 0.3504 0.334
H 2.3162 -0.1241 1.5390 0.1404 1.7946 0.2846 0.281
H 1.2364 2.7502 -0.7727 0.6945 -0.5518 0.4083 0.380
H 1.1500 3.1705 0.9815 0.9116 1.2160 0.7148 0.523
H -0.2309 3.0246 -0.0047 -0.5802 0.0395 0.1711 0.403
H 0.1208 0.9349 1.7550 -0.2055 0.9065 -1.6757 0.338
H -1.3476 -0.4866 -1.3409 0.2241 1.0606 2.4445 0.367
H 0.5268 0.9829 -2.1954 -0.6805 1.1458 -0.5610 0.263
H 2.8255 -1.4338 -0.8323 0.4213 -0.0194 -0.5185 0.372
H 0.8804 -0.6741 -2.1448 -0.2779 2.4901 1.4151 0.344

[5]
24
Properties=species:S:1:pos:R:3:forces:R:3:mulliken_charge:R:1 method="wB97M-V/def2-TZVPD" homo_lumo_gap_ha=0.3641 total_charge=+1 de_lowest_kcal_mol=79.9 smiles="C[C@H]1CC[C@@H]2[NH2+]C=N[C@H]2N1" lumo_ev=-3.3 e_tot_ev=-11947.4541
C 0.0756 0.8589 2.9710 -0.9212 -0.7064 1.1501 -1.139
C -0.2289 0.2345 1.6043 -0.4565 -0.1943 0.8072 0.137
C -1.1559 1.0263 0.7484 0.8017 -1.0871 -2.2359 -0.883
C -1.3614 0.2276 -0.6181 0.9449 2.3502 1.0028 -0.887
C 0.0323 0.1532 -1.2912 -1.0605 1.8371 0.6332 -0.117
N 0.1027 -0.6854 -2.4805 1.3216 0.3207 -0.6759 -0.056
C 1.6336 -1.0102 -2.4718 -1.0105 -1.7328 -2.4179 -0.120
N 2.1163 -1.0602 -1.3588 -0.2886 1.3261 3.7025 -0.365
C 0.8842 -0.6478 -0.3487 1.2026 0.4436 -2.9627 -0.417
N 1.0234 -0.0664 0.8931 2.7378 -0.4696 1.5784 -0.326
H 0.5628 1.9154 2.8784 -0.6824 -2.1811 0.3949 0.305
H 0.6799 0.0114 3.4989 -0.5806 2.1423 -0.4475 0.357
H -0.9554 0.9100 3.5731 2.3342 0.1483 -1.2938 0.309
H -0.7620 -0.6930 1.7252 -0.1898 -0.8812 0.7339 0.274
H -0.6274 1.9217 0.5572 0.2132 1.4208 -0.5629 0.413
H -2.1339 1.2582 1.1006 -0.4913 -0.0538 0.9021 0.442
H -1.8264 -0.7056 -0.3619 0.1499 -0.8469 -0.1804 0.332
H -2.0837 0.8199 -1.1338 -0.3781 0.2120 -0.9699 0.405
H 0.5122 1.1518 -1.6042 -0.9444 -1.2966 0.8676 0.280
H -0.2388 -0.2466 -3.3443 -0.0949 -0.5357 0.2909 0.353
H -0.2870 -1.5909 -2.2401 -0.8467 -0.2570 -0.6132 0.379
H 1.9716 -1.5583 -3.3716 0.0886 0.9277 0.3387 0.380
H 0.3869 -1.5755 -0.4236 -0.6010 -2.0598 0.8805 0.596
H 1.6795 -0.6490 1.4985 -1.2479 1.1736 -0.9228 0.349